DFT (wB97M-V/def2-TZVPD) results for C16H38ClLiN2O2Si2Te as an isolated structure.

```
63
Properties=species:S:1:pos:R:3:mulliken_charge:R:1
Li -0.185 0.035 0.403 0.650
C -1.024 -3.119 -2.487 -0.719
C -1.117 -2.298 -1.225 0.531
N -2.049 -2.645 -0.344 -0.233
O -0.329 -1.350 -1.050 -0.590
H -1.773 -3.908 -2.521 0.434
H -0.030 -3.561 -2.546 -0.037
H -1.144 -2.466 -3.351 0.249
H -2.703 -3.380 -0.535 0.189
H -2.132 -2.079 0.516 0.062
O -0.515 1.542 -0.778 -0.063
C -1.402 1.981 -1.487 0.041
C -1.146 2.575 -2.847 -0.664
C -1.481 4.088 -2.706 -0.741
C -1.311 4.663 -1.275 -0.157
C -2.517 4.504 -0.325 -0.711
C -2.773 3.060 0.142 -0.654
N -2.678 2.177 -1.026 -0.139
H -1.773 2.102 -3.605 0.429
H -0.103 2.419 -3.114 0.272
H -2.503 4.280 -3.041 0.312
H -0.824 4.638 -3.380 0.441
H -1.118 5.732 -1.373 0.424
H -0.421 4.223 -0.814 -0.031
H -3.414 4.880 -0.830 0.294
H -2.357 5.134 0.553 0.389
H -3.761 2.962 0.588 0.374
H -2.034 2.729 0.869 0.288
H -3.313 2.477 -1.753 0.342
C 2.878 -2.889 -3.475 -0.968
Si 3.997 -2.679 -1.968 0.219
C 5.462 -1.587 -2.448 -0.774
C 4.704 -4.369 -1.497 -1.047
C 2.988 -1.991 -0.536 -0.853
Te 2.221 -0.017 -0.953 -0.028
C 4.045 0.940 -0.287 -0.834
Si 4.272 2.619 -1.099 0.112
C 5.802 3.457 -0.371 -1.037
C 4.546 2.408 -2.957 -1.039
C 2.751 3.690 -0.779 -0.608
H 3.456 -3.193 -4.349 0.405
H 2.357 -1.960 -3.716 0.319
H 2.125 -3.661 -3.296 0.213
H 5.984 -2.029 -3.299 0.405
H 6.182 -1.507 -1.629 0.324
H 5.153 -0.578 -2.730 -0.024
H 5.225 -4.817 -2.347 0.310
H 3.921 -5.062 -1.182 0.299
H 5.420 -4.281 -0.678 0.306
H 3.562 -1.928 0.389 0.543
H 2.116 -2.620 -0.349 0.420
H 4.882 0.280 -0.522 0.241
H 3.990 1.040 0.798 0.505
H 6.694 2.850 -0.540 0.284
H 5.697 3.606 0.706 0.314
H 5.969 4.434 -0.831 0.301
H 5.506 1.923 -3.149 0.299
H 4.562 3.379 -3.459 0.370
H 3.763 1.800 -3.415 0.343
H 2.641 3.891 0.289 0.375
H 1.838 3.189 -1.116 -0.238
H 2.822 4.651 -1.292 0.433
Cl -1.572 -0.397 1.983 -0.870
```

Summary:
Relative energy (zero: lowest compared OMol25 entry of this formula, charge and spin) (kcal/mol): 7.2
Spin multiplicity: 1
Total energy (eV): -60065.82605
F_max (Eh/bohr): 0.018
Gap between HOMO and LUMO (eV): 8.247

***

DFT (wB97M-V/def2-TZVPD) results for a 4-piece molecular cluster, C40H70FO17P3 overall in a non-equilibrium geometry.

```
131
Properties=species:S:1:pos:R:3:mulliken_charge:R:1
C -3.840 -1.900 1.123 -0.669
C -2.767 -1.476 2.201 0.763
O -2.695 -0.315 2.519 -0.604
O -1.979 -2.495 2.723 -0.366
C -0.556 -2.232 2.493 -0.388
C 0.123 -3.632 2.172 -0.763
C -0.039 -4.047 0.661 -0.515
C 0.834 -3.197 -0.363 -0.672
C 2.080 -2.467 0.259 -0.329
C 2.617 -1.450 -0.858 -0.670
C 4.125 -1.028 -0.647 -0.538
C 4.393 0.509 -0.926 -1.050
C 4.718 0.674 -2.444 0.436
C 6.092 0.290 -2.869 -0.460
C 6.496 0.359 -4.268 -0.780
C 5.475 0.833 -5.239 -0.606
C 4.143 1.231 -4.832 -0.097
C 3.720 1.163 -3.393 0.156
C 2.285 1.602 -3.044 0.706
O 1.771 1.586 -1.944 -0.644
C 1.398 2.168 -4.212 -0.812
C 1.787 2.204 -5.513 0.902
C 0.813 2.798 -6.586 -0.861
C 0.387 1.697 -7.611 0.592
O -0.146 0.683 -7.321 -0.455
F 0.669 1.956 -8.953 -0.259
C 3.170 1.694 -5.968 0.627
O 3.502 1.610 -7.131 -0.623
H -3.248 -2.268 0.234 0.206
H -4.473 -2.765 1.471 0.323
H -4.466 -1.005 0.888 0.126
H -0.148 -1.908 3.493 0.166
H -0.386 -1.470 1.688 0.337
H -0.421 -4.393 2.796 0.439
H 1.191 -3.640 2.535 0.360
H 0.251 -5.126 0.576 0.336
H -1.121 -3.869 0.387 0.150
H 1.184 -3.869 -1.203 0.401
H 0.140 -2.453 -0.856 0.260
H 2.923 -3.166 0.532 0.317
H 1.825 -1.811 1.141 0.183
H 1.930 -0.562 -0.808 0.253
H 2.454 -1.900 -1.883 0.359
H 4.554 -1.365 0.343 0.395
H 4.720 -1.599 -1.423 0.312
H 5.347 0.768 -0.371 0.314
H 3.612 1.202 -0.533 0.527
H 6.841 -0.073 -2.115 0.513
H 7.530 0.073 -4.560 0.389
H 5.766 0.869 -6.312 0.404
H 0.388 2.582 -3.951 0.220
H 1.272 3.656 -7.155 0.296
H -0.122 3.135 -6.051 0.353
O -6.221 3.070 3.727 -0.709
P -6.213 2.530 5.139 1.168
O -6.035 3.965 5.958 -0.394
C -6.832 5.096 5.636 -0.168
C -8.048 5.189 6.539 -1.090
O -4.648 2.032 5.172 -0.428
C -3.976 1.693 3.954 0.071
C -3.161 2.869 3.456 -1.235
O -6.357 1.737 6.622 -0.364
C -7.582 1.763 7.338 -0.064
C -8.769 1.336 6.501 -1.150
H -7.143 5.093 4.590 0.232
H -6.206 5.979 5.788 0.349
H -8.732 4.356 6.356 0.217
H -8.594 6.118 6.360 0.417
H -7.756 5.155 7.591 0.254
H -4.687 1.349 3.202 0.131
H -3.316 0.857 4.166 0.277
H -3.749 3.787 3.420 0.332
H -2.759 2.669 2.461 0.349
H -2.326 3.064 4.135 0.335
H -7.731 2.751 7.779 0.146
H -7.472 1.068 8.175 0.334
H -8.896 1.983 5.626 0.341
H -9.685 1.374 7.093 0.364
H -8.633 0.317 6.133 0.336
O -7.069 2.233 -3.001 -0.770
P -6.977 0.746 -2.737 1.065
O -8.599 0.399 -2.679 -0.357
C -9.491 0.892 -3.670 -0.266
C -9.716 -0.131 -4.768 -1.054
O -6.669 0.825 -1.123 -0.377
C -6.053 1.981 -0.555 -0.079
C -7.098 2.912 0.024 -1.108
O -6.649 -0.901 -2.579 -0.334
C -6.759 -1.769 -3.698 -0.066
C -5.980 -1.285 -4.904 -1.170
H -9.143 1.833 -4.102 0.296
H -10.441 1.094 -3.170 0.338
H -8.797 -0.299 -5.336 0.213
H -10.484 0.210 -5.465 0.409
H -10.027 -1.091 -4.349 0.255
H -5.427 2.488 -1.292 0.349
H -5.387 1.638 0.241 0.181
H -7.899 3.124 -0.687 0.346
H -6.647 3.856 0.335 0.361
H -7.572 2.452 0.894 0.222
H -7.812 -1.934 -3.935 0.148
H -6.359 -2.737 -3.385 0.334
H -6.322 -0.296 -5.230 0.352
H -6.097 -1.982 -5.735 0.370
H -4.918 -1.199 -4.666 0.334
O 11.883 -1.224 1.487 -0.769
P 10.475 -1.730 1.254 1.025
O 10.825 -2.664 -0.078 -0.331
C 11.935 -3.554 -0.082 -0.254
C 11.518 -4.961 0.301 -1.070
O 9.894 -0.403 0.470 -0.299
C 10.443 0.889 0.725 -0.377
C 11.481 1.239 -0.321 -1.044
O 8.896 -2.322 1.145 -0.294
C 8.574 -3.613 1.638 -0.054
C 9.020 -3.832 3.068 -1.207
H 12.736 -3.211 0.576 0.296
H 12.332 -3.563 -1.100 0.322
H 11.186 -4.998 1.342 0.214
H 12.351 -5.658 0.188 0.412
H 10.690 -5.305 -0.324 0.257
H 10.855 0.943 1.734 0.361
H 9.621 1.607 0.682 0.378
H 12.216 0.444 -0.448 0.263
H 12.003 2.161 -0.057 0.370
H 11.003 1.378 -1.295 0.270
H 8.974 -4.375 0.966 0.151
H 7.485 -3.705 1.590 0.311
H 10.105 -3.712 3.171 0.357
H 8.752 -4.837 3.400 0.379
H 8.549 -3.107 3.733 0.333
```

Summary:
Spin multiplicity: 1
Total energy (eV): -108003.73257
F_max (Eh/bohr): 0.175
Gap between HOMO and LUMO (eV): 8.022

***

DFT (wB97M-V/def2-TZVPD) results for C29H20CaCl2F5N5O5S2Se2 as an isolated structure in a non-equilibrium geometry.

```
71
Properties=species:S:1:pos:R:3:mulliken_charge:R:1
Ca 0.965 0.176 0.027 1.452
O -3.073 -1.675 0.718 -0.823
C -2.034 -0.984 0.713 -0.312
N -0.951 -1.153 -0.029 0.076
C -1.048 -2.264 -0.937 -0.928
C 0.103 -2.321 -1.921 0.074
C 0.321 -3.495 -2.643 -1.020
C 1.373 -3.563 -3.532 -0.306
C 2.187 -2.449 -3.696 -0.909
C 1.898 -1.318 -2.958 -0.664
N 0.881 -1.248 -2.092 0.890
C -1.957 0.199 1.660 0.715
C -2.452 0.071 2.955 -0.797
C -2.348 1.146 3.811 -0.269
C -1.774 2.323 3.342 -1.009
C -1.327 2.362 2.037 -0.272
N -1.407 1.324 1.199 0.287
H -1.980 -2.218 -1.521 0.275
H -1.099 -3.232 -0.417 0.465
H -0.327 -4.346 -2.475 0.458
H 1.570 -4.477 -4.081 0.399
H 3.038 -2.456 -4.363 0.428
H 2.499 -0.417 -3.031 0.445
H -2.868 -0.876 3.263 0.478
H -2.684 1.067 4.838 0.431
H -1.658 3.191 3.979 0.434
H -0.870 3.258 1.629 0.307
Se 0.331 2.433 -1.981 0.231
Se -1.888 3.169 -1.808 -0.203
C -2.704 1.476 -2.176 0.492
C -3.959 1.220 -1.621 -0.600
C -4.546 -0.004 -1.868 -0.425
C -3.870 -0.930 -2.653 -0.328
C -2.631 -0.574 -3.154 -0.307
N -2.055 0.608 -2.934 -0.345
C 1.051 3.280 -0.380 0.061
C 1.333 4.615 -0.305 -0.988
C 2.033 5.022 0.869 -0.244
C 2.590 4.099 1.689 -1.318
C 2.491 2.682 1.318 0.415
N 1.375 2.380 0.556 0.697
H -4.434 1.947 -0.976 0.320
H -5.505 -0.245 -1.428 0.340
H -4.280 -1.911 -2.851 0.334
H -2.055 -1.271 -3.755 0.501
H 1.035 5.307 -1.079 0.404
H 2.111 6.078 1.110 0.386
H 3.102 4.381 2.601 0.480
H 2.617 1.987 2.139 -0.118
O 5.196 0.881 -0.933 -0.746
S 3.829 1.155 -0.572 1.158
O 3.858 2.338 0.437 -0.417
O 2.963 1.527 -1.704 -0.585
O 3.165 0.002 0.121 -0.726
F 1.623 2.423 8.125 -0.352
C 1.503 1.654 7.023 0.702
C 2.468 1.672 6.034 0.019
F 3.549 2.461 6.186 -0.342
C 2.331 0.881 4.907 0.049
F 3.337 0.942 4.022 -0.457
C 1.238 0.037 4.682 0.094
S 1.046 -0.961 3.267 -0.180
C 0.297 0.042 5.721 0.144
F -0.789 -0.748 5.660 -0.446
C 0.412 0.821 6.857 0.307
F -0.538 0.777 7.814 -0.349
Cl 4.778 -4.146 0.107 -0.253
C 3.824 -2.801 0.817 0.239
Cl 2.094 -3.043 0.605 -0.045
H 4.097 -1.875 0.325 -0.247
H 4.026 -2.776 1.880 0.342
```

Summary:
Relative energy (zero: lowest compared OMol25 entry of this formula, charge and spin) (kcal/mol): 41.8
Spin multiplicity: 1
Total energy (eV): -257525.75889
F_max (Eh/bohr): 0.020
Gap between HOMO and LUMO (eV): 6.245
Net charge: -2

***

DFT (wB97M-V/def2-TZVPD) results for a 3-piece molecular cluster, C5H13NO2 overall in a non-equilibrium geometry.

```
21
Properties=species:S:1:pos:R:3:mulliken_charge:R:1
N -0.123 0.752 -1.573 -0.577
C 0.347 1.308 -0.333 0.519
C 1.463 0.690 0.298 -0.136
C 1.793 -0.652 0.062 -0.005
C 2.852 -1.299 0.566 -0.793
C -0.789 1.300 0.790 -1.426
H -1.077 0.377 -1.541 0.329
H 0.573 2.351 -0.587 0.291
H 1.764 1.147 1.241 0.366
H 1.178 -1.229 -0.619 0.261
H 3.574 -0.805 1.217 0.255
H 3.100 -2.305 0.301 0.290
H -0.610 2.163 1.394 0.387
H -1.718 1.381 0.233 0.502
H -0.702 0.391 1.379 0.414
H -3.465 0.048 -1.441 0.093
H 0.466 0.090 -2.046 0.260
O -2.741 -0.043 -0.815 -0.990
H -2.245 -1.202 0.103 0.390
H -2.052 -2.634 0.794 0.256
O -1.586 -1.828 0.578 -0.685
```

Summary:
Relative energy (zero: lowest compared OMol25 entry of this formula, charge and spin) (kcal/mol): 135.1
Spin multiplicity: 1
Total energy (eV): -10976.02066
F_max (Eh/bohr): 0.041
Gap between HOMO and LUMO (eV): 4.463

***

Q: Which of these has the highest F_max?
A: C40H70FO17P3

***

Q: The lowest F_max belongs to which entry?
A: C16H38ClLiN2O2Si2Te